# 1
Here is a 2-piece molecular cluster, C3H10N2 overall in a non-equilibrium geometry from the OMol25 dataset. Energies are from ωB97M-V/def2-TZVPD.

The calculation puts the HOMO-LUMO gap at 8.5 eV. The calculation puts the total energy at -229.65074 Ha. As for the energy relative to the best compared isomer or geometry (same formula, charge and spin): 99.5 kcal per mole. As for the HOMO energy: -0.3174 hartree. The maximum force is 6.402 eV Å⁻¹. The value obtained for the molecular weight is 74.13 g mol⁻¹.

Cartesian coordinates (Å):
1 N 0.9588 1.3420 -0.7077
2 C 1.2080 0.1208 -0.2707
3 C 0.2388 -1.0394 -0.4894
4 C -0.9259 -0.8288 0.5137
5 N -1.6223 0.4094 0.3811
6 H 1.6220 2.0068 -0.3100
7 H -1.0101 1.2057 0.1550
8 H 2.2095 -0.3040 -0.4298
9 H 1.1517 0.2771 1.0225
10 H 0.7171 -1.9857 -0.4121
11 H -0.2825 -0.9600 -1.4479
12 H -1.6248 -1.7208 0.3578
13 H -0.5705 -1.2283 1.4780
14 H 1.3505 0.2357 1.8463
15 H -2.1538 0.6031 1.2189

# 2
Here is an isolated molecule of C3H10N2 in a non-equilibrium geometry from the OMol25 dataset. Energies are from ωB97M-V/def2-TZVPD.

The calculation puts the HOMO-LUMO gap at 10.4 eV. The calculation puts the total energy at -229.79064 Ha. Its SMILES is C[C@H](N)CN. As for the energy relative to the best compared isomer or geometry (same formula, charge and spin): 11.7 kcal per mole. As for the HOMO energy: -0.3413 hartree. The maximum force is 2.315 eV Å⁻¹. The value obtained for the molecular weight is 74.13 g mol⁻¹.

Cartesian coordinates (Å):
1 C 1.3910 0.8510 -0.9971
2 C 0.5575 -0.0668 -0.1220
3 N -0.0390 -1.0284 -1.0314
4 C -0.6248 0.5944 0.5858
5 N -1.2966 -0.3741 1.4948
6 H 2.0934 0.3448 -1.7649
7 H 0.6986 1.5225 -1.5704
8 H 2.0828 1.5294 -0.4024
9 H 1.1755 -0.5237 0.6741
10 H 0.7236 -1.6374 -1.2998
11 H -0.6331 -1.6786 -0.4486
12 H -1.2372 0.8126 -0.3300
13 H -0.3472 1.5947 1.0933
14 H -2.2931 -0.0913 1.5491
15 H -0.8567 -0.3268 2.4557

Which formula does entry 2 have?
C3H10N2

What did the first record say?
Here is a 2-piece molecular cluster, C3H10N2 overall in a non-equilibrium geometry from the OMol25 dataset. Energies are from ωB97M-V/def2-TZVPD.

The calculation puts the HOMO-LUMO gap at 8.5 eV. The calculation puts the total energy at -229.65074 Ha. As for the energy relative to the best compared isomer or geometry (same formula, charge and spin): 99.5 kcal per mole. As for the HOMO energy: -0.3174 hartree. The maximum force is 6.402 eV Å⁻¹. The value obtained for the molecular weight is 74.13 g mol⁻¹.

Cartesian coordinates (Å):
1 N 0.9588 1.3420 -0.7077
2 C 1.2080 0.1208 -0.2707
3 C 0.2388 -1.0394 -0.4894
4 C -0.9259 -0.8288 0.5137
5 N -1.6223 0.4094 0.3811
6 H 1.6220 2.0068 -0.3100
7 H -1.0101 1.2057 0.1550
8 H 2.2095 -0.3040 -0.4298
9 H 1.1517 0.2771 1.0225
10 H 0.7171 -1.9857 -0.4121
11 H -0.2825 -0.9600 -1.4479
12 H -1.6248 -1.7208 0.3578
13 H -0.5705 -1.2283 1.4780
14 H 1.3505 0.2357 1.8463
15 H -2.1538 0.6031 1.2189